# 1
Density functional theory data (the ωB97M-V functional and the def2-TZVPD basis) for a 16-piece molecular cluster, C60H101N4O33 overall at a distorted geometry.

Computed properties:
total energy = -137381.207 eV
HOMO-LUMO gap = 0.362 Eh
net charge = +1

Element x y z (Å)
C (2.78748, 1.85384, 1.87336)
C (1.51732, 1.49951, 1.11112)
C (1.49049, 0.07599, 0.58747)
N (0.23424, -0.31986, -0.16773)
C (-0.99183, 0.32086, 0.44202)
C (-2.24074, -0.19190, -0.21294)
C (-2.37369, -1.69647, -0.11339)
C (-1.15953, -2.34677, -0.75384)
C (0.16837, -1.85792, -0.16405)
C (0.43711, 0.13868, -1.59484)
H (3.67385, 1.85653, 1.22552)
H (3.03021, 1.11086, 2.63672)
H (2.78844, 2.88067, 2.23266)
H (1.36210, 2.31823, 0.40839)
H (0.73743, 1.49093, 1.87668)
H (1.59637, -0.60579, 1.43655)
H (2.31830, -0.23590, -0.05120)
H (-1.00556, -0.02056, 1.48210)
H (-0.99723, 1.40711, 0.41700)
H (-3.05211, 0.34130, 0.29424)
H (-2.32385, 0.23187, -1.21689)
H (-2.32348, -1.99633, 0.93797)
H (-3.33387, -2.04725, -0.48487)
H (-1.31909, -3.41513, -0.57144)
H (-1.08509, -2.35965, -1.84338)
H (0.23002, -2.12059, 0.89372)
H (1.06646, -2.16926, -0.69312)
H (0.57571, 1.21733, -1.57621)
H (-0.43500, -0.18087, -2.16083)
H (1.33235, -0.31225, -2.02210)
O (2.60073, 2.96380, -2.40292)
C (1.74133, 3.42292, -3.11198)
O (1.23659, 2.80133, -4.18563)
C (1.88517, 1.61132, -4.61935)
C (3.22224, 1.83937, -5.31037)
C (0.86374, 4.63446, -2.80197)
H (1.21389, 1.10486, -5.31098)
H (1.99040, 0.88914, -3.80576)
H (3.16845, 2.66149, -6.03071)
H (3.40561, 1.04744, -6.04504)
H (4.11834, 1.92066, -4.70226)
H (0.04067, 4.62255, -3.51067)
H (1.33437, 5.59784, -3.01696)
H (0.59660, 4.63339, -1.75010)
O (3.69510, 3.85993, 4.43901)
C (3.12312, 3.13575, 5.21458)
O (3.75502, 2.16785, 5.91221)
C (5.18163, 1.99723, 5.81834)
C (5.41092, 0.58197, 5.30403)
C (1.65183, 3.24467, 5.43297)
H (5.56891, 2.14567, 6.82375)
H (5.61240, 2.70496, 5.11170)
H (5.30096, 0.56515, 4.21845)
H (4.72750, -0.12857, 5.75986)
H (6.44925, 0.33446, 5.53626)
H (1.14403, 2.29957, 5.24042)
H (1.19544, 4.03178, 4.84192)
H (1.48944, 3.49099, 6.48551)
O (-5.93620, 0.87516, -4.25588)
C (-6.46954, -0.20601, -4.26518)
O (-6.89488, -0.81027, -3.15200)
C (-7.08300, 0.00585, -1.99452)
C (-5.77391, -0.10729, -1.21322)
C (-6.55574, -1.09868, -5.47847)
H (-7.85602, -0.39068, -1.34013)
H (-7.28349, 1.03820, -2.27598)
H (-5.86505, 0.46334, -0.28512)
H (-4.87483, 0.11402, -1.78924)
H (-5.59767, -1.15631, -0.96700)
H (-5.80235, -0.82495, -6.21826)
H (-7.48286, -0.95797, -6.03201)
H (-6.30684, -2.11372, -5.17064)
C (-7.54972, -0.16571, 4.80125)
C (-6.96064, 0.88794, 3.87387)
C (-5.46311, 0.78405, 3.63759)
C (-4.93497, -0.33296, 2.86243)
N (-4.45790, -1.17784, 2.25006)
H (-8.63835, -0.13478, 4.81545)
H (-7.22012, 0.01868, 5.82674)
H (-7.26219, -1.19672, 4.59187)
H (-7.10719, 1.90123, 4.25409)
H (-7.48671, 0.91946, 2.91552)
H (-4.94530, 0.82658, 4.60066)
H (-5.07983, 1.67182, 3.12280)
C (-0.35871, -5.36638, -2.48917)
C (0.20358, -6.49613, -3.32204)
C (0.05359, -7.88743, -2.71315)
C (0.46377, -7.92350, -1.28982)
N (0.74932, -7.89771, -0.18008)
H (-0.37442, -4.41553, -3.02022)
H (0.20149, -5.19173, -1.56653)
H (-1.36294, -5.65391, -2.16342)
H (1.25698, -6.29392, -3.53675)
H (-0.22990, -6.49524, -4.32549)
H (0.62252, -8.62421, -3.27734)
H (-0.98577, -8.22366, -2.67646)
C (5.93465, 3.74789, 1.52751)
C (6.95766, 3.75771, 2.65349)
C (6.88809, 5.08059, 3.44667)
C (7.96827, 5.18423, 4.43031)
N (8.85982, 5.26362, 5.14894)
H (4.89627, 3.85379, 1.83362)
H (6.03742, 2.73815, 1.11968)
H (6.21258, 4.50155, 0.79375)
H (7.97786, 3.76344, 2.26000)
H (6.90680, 2.86505, 3.27900)
H (5.94097, 5.16356, 3.98233)
H (6.98961, 5.86309, 2.69397)
C (2.83530, 6.30669, 1.18626)
C (3.07530, 5.25191, 0.12381)
O (4.31810, 5.65596, -0.40407)
C (4.59225, 6.93578, -0.12501)
O (5.55255, 7.50207, -0.54099)
O (3.68977, 7.41047, 0.76008)
H (3.16294, 5.83966, 2.12042)
H (1.82884, 6.65642, 1.38031)
H (2.27217, 5.22690, -0.61194)
H (3.27914, 4.28452, 0.57357)
C (-5.04551, 3.10933, -1.77140)
C (-4.64887, 4.59100, -1.91593)
O (-3.24984, 4.59736, -1.68192)
C (-2.75300, 3.34622, -1.67939)
O (-1.60224, 3.06924, -1.58795)
O (-3.78973, 2.46551, -1.84547)
H (-5.74576, 2.77515, -2.53093)
H (-5.54677, 3.06872, -0.80012)
H (-5.13164, 5.20850, -1.16053)
H (-4.83908, 4.99212, -2.91120)
C (3.12638, -4.63463, -2.34094)
C (4.15684, -4.58567, -1.22506)
O (4.82738, -5.80011, -1.46910)
C (4.07196, -6.64533, -2.18320)
O (4.42003, -7.75345, -2.42271)
O (2.91969, -6.02889, -2.54186)
H (3.56254, -4.29646, -3.28713)
H (2.24685, -4.01197, -2.18703)
H (3.71988, -4.49493, -0.22572)
H (4.84222, -3.74767, -1.34487)
C (2.02946, -1.02990, 4.50297)
C (1.44859, -2.39212, 4.76071)
O (0.10578, -2.18788, 4.32144)
C (-0.20236, -0.88966, 4.33485)
O (-1.28590, -0.41557, 4.19883)
O (0.91728, -0.15278, 4.56782)
H (2.50090, -0.95550, 3.51655)
H (2.74538, -0.64838, 5.22925)
H (1.43892, -2.67674, 5.81446)
H (1.89861, -3.17927, 4.16019)
C (-5.61255, -3.84165, -0.16869)
C (-4.44187, -4.75624, -0.59097)
O (-4.35803, -4.48770, -2.00491)
C (-5.42589, -3.82906, -2.43824)
O (-5.69040, -3.65673, -3.59564)
O (-6.22918, -3.50956, -1.41900)
H (-5.31052, -2.93030, 0.34518)
H (-6.35568, -4.43342, 0.35943)
H (-4.74836, -5.79872, -0.49285)
H (-3.46555, -4.64207, -0.12925)
C (5.35925, 1.15581, -1.25147)
C (6.17661, 0.85199, -2.53184)
O (5.33326, -0.03003, -3.26099)
C (4.38010, -0.50166, -2.45553)
O (3.63619, -1.39079, -2.75552)
O (4.31176, 0.20715, -1.32997)
H (5.13108, 2.22076, -1.20008)
H (5.99924, 0.96672, -0.38941)
H (7.07324, 0.29186, -2.25255)
H (6.51991, 1.70528, -3.10952)
C (-3.04038, 4.62747, 1.82654)
C (-2.74724, 6.12014, 1.97492)
O (-1.33316, 6.13397, 2.14698)
C (-0.81566, 4.91541, 2.01342)
O (0.35190, 4.64049, 1.97597)
O (-1.77580, 3.99442, 1.89175)
H (-3.55361, 4.45641, 0.88057)
H (-3.68746, 4.23860, 2.61533)
H (-3.21979, 6.61674, 2.81729)
H (-3.07776, 6.56017, 1.03361)
C (1.00655, -5.42872, 1.35238)
C (1.25108, -5.92870, 2.76658)
O (0.09332, -5.51184, 3.47119)
C (-0.88372, -5.16928, 2.61590)
O (-2.01700, -5.02917, 2.90596)
O (-0.35228, -4.99614, 1.34724)
H (1.04705, -6.23098, 0.61271)
H (1.73703, -4.67279, 1.05231)
H (2.11581, -5.41873, 3.18691)
H (1.39484, -7.00730, 2.74324)
C (-2.17463, -3.62349, -5.14000)
C (-2.91606, -2.79538, -6.22536)
O (-3.11097, -1.53627, -5.58735)
C (-2.72733, -1.58383, -4.31228)
O (-2.63761, -0.65773, -3.55766)
O (-2.25343, -2.79047, -4.01819)
H (-1.18013, -3.96779, -5.42259)
H (-2.77573, -4.51423, -4.94233)
H (-3.83296, -3.30711, -6.50766)
H (-2.26191, -2.68717, -7.08910)

Cartesian forces (eV/Å) of the 3 atoms listed first:
1.11 -0.45 -0.84
-0.03 0.12 0.93
0.46 -0.54 -0.11


# 2
Density functional theory data (the ωB97M-V functional and the def2-TZVPD basis) for a 15-piece molecular cluster, C60H105N15 overall at a distorted geometry.

Computed properties:
total energy = -86266.561 eV
HOMO-LUMO gap = 0.400 Eh
net charge = 0

Element x y z (Å)
C (-0.56903, -13.22904, 11.00914)
C (0.68782, -13.77771, 10.16879)
C (0.89307, -15.39034, 10.19654)
C (-0.44486, -16.05825, 10.36134)
N (-1.50888, -16.60081, 10.38681)
H (-0.30031, -13.21855, 12.06544)
H (-1.46887, -13.83660, 10.91293)
H (-0.80253, -12.18104, 10.82133)
H (1.64859, -13.26702, 10.23371)
H (0.57073, -13.56382, 9.10642)
H (1.55382, -15.67250, 11.01622)
H (1.38264, -15.70422, 9.27464)
C (1.66839, -14.75757, 4.73467)
C (1.60775, -13.18201, 4.56414)
C (1.61486, -12.69205, 3.15455)
C (1.26829, -11.25230, 3.28301)
N (0.94302, -10.14087, 3.42796)
H (1.61983, -14.98706, 5.79913)
H (2.63562, -15.08350, 4.35213)
H (0.84912, -15.29474, 4.25682)
H (2.43393, -12.71705, 5.10203)
H (0.78052, -12.70363, 5.08850)
H (0.92370, -13.26272, 2.53427)
H (2.57608, -12.69769, 2.64062)
C (-6.91428, -5.95176, 9.96519)
C (-5.53022, -6.60142, 9.91600)
C (-5.10752, -7.26752, 8.58030)
C (-3.79404, -7.92567, 8.63358)
N (-2.71523, -8.40892, 8.70361)
H (-7.14749, -5.48494, 9.00822)
H (-7.11496, -5.17737, 10.70556)
H (-7.68072, -6.70087, 10.16396)
H (-5.44973, -7.41336, 10.63875)
H (-4.76443, -5.89710, 10.24094)
H (-5.01741, -6.64739, 7.68843)
H (-5.83480, -8.03229, 8.30772)
C (3.94042, -14.48552, 13.58590)
C (4.29110, -15.90202, 14.01433)
C (5.72491, -15.97667, 14.58283)
C (6.55384, -17.09502, 14.18623)
N (7.19407, -17.96307, 13.83507)
H (2.95061, -14.42395, 13.13359)
H (4.67355, -13.99943, 12.94220)
H (3.88082, -13.89713, 14.50150)
H (4.21188, -16.63811, 13.21433)
H (3.63456, -16.35647, 14.75630)
H (5.68624, -15.95370, 15.67191)
H (6.41931, -15.19731, 14.26896)
C (1.55065, -18.56581, 4.11174)
C (2.40351, -19.10205, 5.31184)
C (1.84331, -20.21956, 6.26157)
C (2.92355, -20.51053, 7.31967)
N (3.75140, -20.74615, 8.04682)
H (0.56064, -18.48296, 4.56020)
H (1.55488, -19.26864, 3.27861)
H (1.83111, -17.67197, 3.55452)
H (2.71927, -18.34978, 6.03467)
H (3.33477, -19.47649, 4.88679)
H (1.65537, -21.11293, 5.66604)
H (0.90008, -19.88164, 6.69078)
C (-0.56708, -6.66796, 12.41954)
C (-1.43148, -6.51437, 11.12861)
C (-1.18783, -5.24884, 10.29368)
C (-1.70436, -4.00352, 11.01523)
N (-2.18336, -3.08917, 11.49309)
H (-0.56937, -5.72371, 12.96406)
H (0.45578, -7.04346, 12.39028)
H (-1.09739, -7.43061, 12.98983)
H (-2.46523, -6.41555, 11.45981)
H (-1.07484, -7.38566, 10.57928)
H (-1.66899, -5.36869, 9.32300)
H (-0.10223, -5.17005, 10.23553)
C (-2.40313, -10.50564, 15.17936)
C (-2.94916, -10.38763, 13.68474)
C (-4.21275, -11.15822, 13.38862)
C (-5.44302, -10.72166, 14.02278)
N (-6.42531, -10.29989, 14.50831)
H (-3.05478, -9.93870, 15.84421)
H (-1.40235, -10.10516, 15.34108)
H (-2.33790, -11.51890, 15.57580)
H (-2.22814, -10.70142, 12.92991)
H (-2.99909, -9.30997, 13.52900)
H (-4.13974, -12.20735, 13.67514)
H (-4.34762, -11.18686, 12.30738)
C (6.24608, -16.41622, 7.14483)
C (7.24707, -17.35116, 7.78678)
C (6.60135, -18.34944, 8.68187)
C (5.78219, -17.69427, 9.75865)
N (5.09533, -17.20390, 10.50986)
H (5.49044, -17.00341, 6.62301)
H (6.62599, -15.93314, 6.24461)
H (5.74343, -15.68851, 7.78191)
H (8.08930, -16.91918, 8.32728)
H (7.71130, -17.88354, 6.95662)
H (7.35576, -18.86773, 9.27375)
H (6.02107, -19.08228, 8.12124)
C (1.07808, -9.95078, 16.10971)
C (2.03832, -9.20702, 15.16669)
C (2.86353, -8.14263, 15.86869)
C (3.69047, -8.67990, 16.94515)
N (4.42452, -9.07643, 17.72494)
H (1.62013, -10.30423, 16.98684)
H (0.52765, -10.74936, 15.61231)
H (0.25935, -9.36323, 16.52511)
H (1.47624, -8.81875, 14.31733)
H (2.74241, -9.94076, 14.77429)
H (2.20860, -7.37725, 16.28506)
H (3.49207, -7.61676, 15.15001)
C (-8.68612, -15.14273, 13.77914)
C (-8.23280, -13.69898, 13.85137)
C (-7.99157, -12.98011, 12.50144)
C (-7.11448, -13.73112, 11.61191)
N (-6.35143, -14.33743, 10.98106)
H (-9.52014, -15.11567, 13.07786)
H (-9.16576, -15.54274, 14.67246)
H (-7.96928, -15.85097, 13.36363)
H (-7.26977, -13.79946, 14.35195)
H (-8.91751, -13.08144, 14.43266)
H (-7.50384, -12.03168, 12.72658)
H (-8.87030, -12.88481, 11.86359)
C (-4.26006, -14.74038, 5.83682)
C (-4.41213, -15.73865, 7.08439)
C (-3.10614, -15.87233, 7.93412)
C (-1.83186, -16.18980, 7.27350)
N (-0.81895, -16.40293, 6.78300)
H (-3.43645, -14.99808, 5.17098)
H (-4.08289, -13.71222, 6.15243)
H (-5.14934, -14.88650, 5.22369)
H (-4.76992, -16.64519, 6.59626)
H (-5.24101, -15.31944, 7.65477)
H (-3.40796, -16.62565, 8.66180)
H (-3.01710, -14.97772, 8.55043)
C (2.24738, -8.28497, 6.11974)
C (0.79707, -8.48358, 6.53951)
C (0.25680, -7.47769, 7.57818)
C (1.18341, -6.45604, 8.05606)
N (1.93802, -5.60141, 8.35930)
H (2.47778, -7.22518, 6.01082)
H (2.46975, -8.79524, 5.18258)
H (2.98446, -8.78784, 6.74578)
H (0.61519, -9.52834, 6.79150)
H (0.16427, -8.28278, 5.67501)
H (-0.04551, -7.96903, 8.50300)
H (-0.64233, -7.03030, 7.15449)
C (-5.89414, -17.37701, 10.13139)
C (-7.10534, -18.18516, 10.35028)
C (-7.62564, -18.63736, 9.02681)
C (-8.70290, -19.60799, 9.11786)
N (-9.52313, -20.41563, 9.31484)
H (-5.27589, -18.04408, 9.53065)
H (-5.26479, -17.15044, 10.99202)
H (-6.15203, -16.43957, 9.63863)
H (-7.84731, -17.53598, 10.81519)
H (-6.87705, -19.00603, 11.03010)
H (-6.90871, -19.16014, 8.39371)
H (-8.05121, -17.83892, 8.41896)
C (-2.96733, -19.60882, 7.23952)
C (-3.79453, -19.70739, 5.99815)
C (-3.17356, -20.70013, 5.00758)
C (-3.20571, -22.04474, 5.59828)
N (-3.26998, -23.08935, 6.15568)
H (-2.02854, -19.16007, 6.91487)
H (-2.62425, -20.50317, 7.75966)
H (-3.49683, -19.04872, 8.01024)
H (-3.96866, -18.70368, 5.61041)
H (-4.77888, -20.10597, 6.24366)
H (-2.11410, -20.48103, 4.87483)
H (-3.59268, -20.64830, 4.00272)
C (-3.08647, -18.20467, 15.20184)
C (-1.63928, -17.94463, 15.13018)
C (-1.31786, -16.47968, 14.75864)
C (-1.58855, -15.47628, 15.77453)
N (-1.86180, -14.66511, 16.62280)
H (-3.63096, -17.70038, 16.00016)
H (-3.24853, -19.27940, 15.28419)
H (-3.44618, -17.87603, 14.22679)
H (-1.10960, -18.76776, 14.65062)
H (-1.22944, -18.10859, 16.12680)
H (-1.56402, -16.10877, 13.76369)
H (-0.22908, -16.52829, 14.74148)

Cartesian forces (eV/Å) of the 3 atoms listed first:
1.98 -0.21 0.04
-1.26 -0.93 -0.91
-1.00 1.60 0.77